No. 1
Here is an isolated molecule of C7H11NO3 at a distorted geometry from the OMol25 dataset. Energies are from wB97M-V/def2-TZVPD.

Properties
Energy relative to the best compared isomer or geometry (same formula, charge and spin), eV: 5.542
HOMO level, eV: -10.20
E_LUMO, eV: 0.1
SMILES string: O=C(O)CC[C@H]1CNC(=O)C1
Calculated total energy, eV: -15065.1005

Each line ends with the Mulliken charge.
Atoms and positions in Å:
O: -3.237 1.114 -2.122  -0.51
C: -2.596 0.043 -1.579  0.34
O: -3.352 -1.001 -0.852  -0.45
C: -0.932 -0.016 -1.732  -0.34
C: -0.339 0.878 -0.492  -0.68
C: 1.205 0.533 -0.060  0.13
C: 1.257 1.067 1.516  -0.57
N: 0.851 -0.202 2.280  -0.42
C: 1.142 -1.454 1.475  0.39
O: 0.871 -2.644 2.022  -0.57
C: 1.722 -1.022 0.002  -0.62
H: -2.954 -1.030 0.087  0.35
H: -0.564 0.467 -2.753  0.30
H: -0.535 -1.134 -1.757  0.25
H: -1.098 0.740 0.418  0.18
H: -0.404 2.038 -0.761  0.30
H: 2.047 1.162 -0.576  0.40
H: 0.456 1.919 1.565  0.31
H: 2.254 1.565 1.875  0.26
H: -0.207 -0.187 2.217  0.34
H: 2.896 -1.139 0.161  0.29
H: 1.518 -1.698 -0.932  0.32

=====

No. 2
Here is an isolated molecule of C7H11NO3S at a distorted geometry from the OMol25 dataset. Energies are from wB97M-V/def2-TZVPD.

Properties
Energy relative to the best compared isomer or geometry (same formula, charge and spin), eV: 5.475
HOMO level, eV: -10.40
E_LUMO, eV: -0.2
SMILES string: C=C[C@](C#N)(OCC)S(C)(=O)=O
Calculated total energy, eV: -25900.6679

Each line ends with the Mulliken charge.
Atoms and positions in Å:
C: -0.793 -0.682 1.999  -0.29
C: 0.232 2.240 2.020  -0.96
C: -0.005 1.543 0.883  -0.46
C: 2.529 0.427 -1.116  -1.11
C: -1.798 -1.948 -0.761  -1.03
C: 1.372 -0.539 -1.130  -0.14
C: -0.398 0.137 0.844  1.38
N: -1.153 -1.332 2.891  -0.46
O: -1.571 0.528 -1.668  -0.63
O: -3.029 -0.004 0.326  -0.66
O: 0.862 -0.759 0.218  -0.43
S: -1.778 -0.193 -0.400  1.21
H: 0.652 3.242 2.030  0.29
H: 0.088 1.876 3.049  0.25
H: -0.008 2.178 -0.030  0.40
H: 3.167 0.044 -1.898  0.42
H: 2.067 1.363 -1.388  0.25
H: 2.964 0.454 -0.019  0.23
H: -1.784 -2.039 -1.832  0.43
H: -0.899 -2.476 -0.448  0.32
H: -2.819 -2.334 -0.533  0.36
H: 1.669 -1.488 -1.286  0.41
H: 0.432 -0.238 -1.751  0.21

=====

No. 3
Here is an isolated molecule of C7H11NO4 at a distorted geometry from the OMol25 dataset. Energies are from wB97M-V/def2-TZVPD.

Properties
Energy relative to the best compared isomer or geometry (same formula, charge and spin), eV: 3.129
HOMO level, eV: -8.28
E_LUMO, eV: 0.6
Calculated total energy, eV: -17114.0621

Each line ends with the Mulliken charge.
Atoms and positions in Å:
C: 0.385 -1.613 -0.085  -0.61
C: 1.649 -1.881 -0.380  -0.61
C: -2.372 -0.381 -0.487  0.28
C: 2.093 0.313 -0.011  0.08
C: 0.013 -0.302 0.405  0.45
C: -0.879 1.760 -0.346  -1.63
C: -0.932 0.273 -0.579  0.35
N: -0.323 -0.167 1.785  -0.49
O: -2.863 -0.448 0.706  -0.52
O: -2.881 -0.738 -1.501  -0.57
O: 2.594 -0.888 -0.401  -0.44
O: 2.042 1.302 -0.985  -0.44
H: -0.308 -2.389 -0.362  0.36
H: 2.136 -2.705 -0.745  0.53
H: 2.493 0.805 0.874  0.28
H: -1.546 1.919 0.452  0.40
H: -1.261 2.431 -1.089  0.39
H: 0.116 2.107 -0.173  0.38
H: -0.450 0.164 -1.487  0.55
H: -2.275 -0.091 1.471  0.45
H: 0.004 0.683 2.192  0.22
H: -0.144 -1.038 2.297  0.27
H: 2.707 0.884 -1.550  0.32

=====

No. 4
Here is a cluster of 2 separate species, C7H11NOP2 in total at a distorted geometry from the OMol25 dataset. Energies are from wB97M-V/def2-TZVPD.

Properties
Energy relative to the best compared isomer or geometry (same formula, charge and spin), eV: 1.523
HOMO level, eV: -8.52
E_LUMO, eV: -0.1
SMILES string: C=C1C=NC=CC1.O=C(P)P
Calculated total energy, eV: -29548.4147

Each line ends with the Mulliken charge.
Atoms and positions in Å:
C: 1.374 1.820 1.137  -0.51
C: 1.843 0.417 0.921  -0.31
C: 0.720 2.443 0.191  -0.33
C: 0.843 0.748 -1.286  -0.36
C: 1.403 -0.192 -0.344  0.87
C: 1.369 -1.558 -0.461  -1.26
C: -1.969 -1.705 -0.183  0.42
N: 0.594 1.925 -1.025  -0.54
O: -1.756 -2.904 -0.033  -0.53
P: -2.375 -0.620 1.312  0.03
P: -2.218 -0.867 -1.759  -0.07
H: 1.610 2.408 2.019  0.37
H: 2.968 0.295 0.935  0.30
H: 0.366 3.478 0.217  0.38
H: 0.752 0.386 -2.372  0.38
H: 0.864 -1.945 -1.354  0.40
H: 1.641 -2.061 0.408  0.38
H: 1.451 -0.215 1.835  0.23
H: -1.557 -1.157 2.319  0.04
H: -1.697 0.530 0.778  -0.01
H: -3.442 -1.458 -2.093  0.09
H: -2.783 0.232 -1.161  0.03

=====

No. 5
Here is a cluster of 2 separate species, C7H11NS2 in total at a distorted geometry from the OMol25 dataset. Energies are from wB97M-V/def2-TZVPD.

Properties
Energy relative to the best compared isomer or geometry (same formula, charge and spin), eV: 3.428
HOMO level, eV: -8.60
E_LUMO, eV: -0.1
Calculated total energy, eV: -30594.7713

Each line ends with the Mulliken charge.
Atoms and positions in Å:
C: 2.423 -0.859 0.701  -0.64
C: 2.652 0.448 0.909  -0.23
C: 2.943 -0.222 -1.469  -0.35
C: -0.896 1.521 0.019  -1.28
C: -2.904 -0.178 0.462  -1.72
C: -0.731 -0.798 -0.693  -0.47
C: -1.696 0.368 -0.454  0.78
N: 2.649 -1.191 -0.631  0.07
S: 3.001 1.234 -0.593  0.02
S: -0.992 -2.354 -0.327  -0.24
H: 2.167 -1.622 1.361  0.46
H: 2.557 0.969 1.872  0.42
H: -1.620 1.929 0.714  0.46
H: -0.046 1.355 0.667  0.22
H: -0.596 2.295 -0.732  0.27
H: -3.322 -1.104 -0.004  0.40
H: -2.417 -0.158 1.337  0.58
H: -3.772 0.444 0.521  0.38
H: 0.225 -0.596 -1.138  0.42
H: -2.206 0.614 -1.444  0.23
H: 2.581 -2.094 -1.080  0.25

=====

No. 6
Here is the ion C7H11O with charge -1 at a distorted geometry from the OMol25 dataset. Energies are from wB97M-V/def2-TZVPD.

Properties
Energy relative to the best compared isomer or geometry (same formula, charge and spin), eV: 6.503
Total charge: -1
HOMO level, eV: -2.77
E_LUMO, eV: 1.6
Calculated total energy, eV: -9476.5985

Each line ends with the Mulliken charge.
Atoms and positions in Å:
C: 1.227 -2.565 0.239  -0.40
O: 2.380 -2.755 1.073  -0.86
C: 1.027 -1.046 0.006  -0.43
C: 0.065 -0.636 -1.154  -0.32
C: -0.187 0.961 -1.115  -0.50
C: -1.243 1.336 -0.161  -0.43
C: -1.955 2.747 0.731  -0.54
C: -0.868 1.884 1.234  -0.29
H: 1.390 -2.995 -0.807  0.13
H: 0.286 -3.047 0.637  0.20
H: 2.076 -0.648 -0.098  0.31
H: 0.759 -0.636 1.004  0.10
H: -0.893 -1.163 -0.955  0.20
H: 0.641 -1.044 -2.060  0.36
H: 0.022 1.464 -1.995  0.43
H: -2.141 0.809 -0.326  0.52
H: -1.725 3.686 0.419  0.09
H: 0.090 2.485 1.198  0.20
H: -0.948 1.164 2.127  0.23

=====

No. 7
Here is the ion C7H11O2 with charge +1 at a distorted geometry from the OMol25 dataset. Energies are from wB97M-V/def2-TZVPD.

Properties
Energy relative to the best compared isomer or geometry (same formula, charge and spin), eV: 2.442
Total charge: +1
HOMO level, eV: -13.68
E_LUMO, eV: -3.6
Calculated total energy, eV: -11521.0129

Each line ends with the Mulliken charge.
Atoms and positions in Å:
C: -1.415 -0.416 -0.812  0.99
C: 1.792 1.281 0.240  -0.63
C: 2.339 0.356 1.340  -0.62
C: 0.878 -1.207 -0.236  -0.58
C: -0.941 0.294 1.413  -0.44
C: 1.105 0.064 0.619  0.68
C: -2.501 -0.325 -1.835  -1.08
O: -0.375 -1.014 -1.134  -0.31
O: -1.735 0.200 0.244  -0.24
H: 1.307 2.148 0.628  0.22
H: 2.299 1.604 -0.720  0.28
H: 3.291 -0.223 1.175  0.26
H: 2.297 0.811 2.354  0.23
H: 1.573 -1.287 -1.016  0.36
H: 0.603 -2.151 0.189  0.31
H: -1.085 -0.474 2.260  0.29
H: -0.995 1.403 1.744  0.30
H: -2.572 -1.325 -2.294  0.35
H: -2.321 0.408 -2.673  0.30
H: -3.544 -0.148 -1.485  0.34

=====

No. 8
Here is the ion C7H11O2S2 with charge -1 at a distorted geometry from the OMol25 dataset. Energies are from wB97M-V/def2-TZVPD.

Properties
Energy relative to the best compared isomer or geometry (same formula, charge and spin), eV: 2.595
Total charge: -1
HOMO level (alpha / beta), eV: -3.43 / -3.67
E_LUMO (alpha / beta), eV: 2.8 / 2.8
Calculated total energy, eV: -33200.7843

Each line ends with the Mulliken charge.
Atoms and positions in Å:
C: -3.381 0.028 -0.250  0.64
C: 0.748 0.799 0.912  -1.03
C: -0.590 0.289 1.326  -0.59
C: -2.777 -1.037 0.659  -0.44
C: 1.015 0.450 -0.593  0.38
C: 0.751 -0.992 -0.970  -0.93
C: 2.477 0.887 -0.998  -1.33
O: -3.999 -0.461 -1.199  -0.68
O: -3.023 1.234 0.007  -0.77
S: -1.117 -1.314 0.642  0.09
S: 1.923 -2.259 -0.280  -0.26
H: 0.742 1.851 0.926  0.39
H: 1.503 0.386 1.534  0.37
H: -0.669 0.253 2.395  0.49
H: -1.348 0.982 1.007  0.38
H: -3.330 -1.992 0.380  0.25
H: 0.160 0.881 -1.246  0.38
H: 0.744 -1.002 -1.995  0.53
H: 2.574 0.649 -2.118  0.33
H: 3.107 0.282 -0.334  0.32
H: 2.647 1.947 -0.881  0.38
H: 1.841 -1.862 1.073  0.09

=====

No. 9
Here is the ion C7H11O6 with charge +1 at a distorted geometry from the OMol25 dataset. Energies are from wB97M-V/def2-TZVPD.

Properties
Energy relative to the best compared isomer or geometry (same formula, charge and spin), eV: 1.172
Total charge: +1
HOMO level, eV: -13.59
E_LUMO, eV: -4.8
Calculated total energy, eV: -19712.1615

Each line ends with the Mulliken charge.
Atoms and positions in Å:
C: -0.949 -1.192 0.300  -0.07
C: 0.357 -1.228 -0.500  -0.14
C: -1.887 -0.046 -0.180  -0.02
C: 0.943 1.209 -0.666  -0.41
C: 1.173 0.009 -0.276  0.29
C: -1.367 1.329 -0.271  0.29
C: 2.533 -0.299 0.442  -0.50
O: -0.679 -0.967 1.606  -0.51
O: 0.059 -1.254 -1.845  -0.51
O: -2.950 -0.110 0.694  -0.57
O: -1.957 2.202 0.394  -0.31
O: 3.194 0.918 0.391  -0.52
O: -0.336 1.681 -1.059  -0.34
H: -1.654 -2.105 0.082  0.27
H: 0.859 -2.243 -0.150  0.39
H: -2.162 -0.257 -1.237  0.52
H: 1.648 2.003 -0.645  0.58
H: 3.151 -1.072 -0.156  0.24
H: 2.291 -0.727 1.431  0.34
H: -1.434 -0.746 2.156  0.41
H: 0.848 -1.629 -2.219  0.41
H: -3.693 0.337 0.386  0.36
H: -1.883 3.167 0.285  0.47
H: 3.894 1.021 1.039  0.32

=====

No. 10
Here is a cluster of 2 separate species, C7H11OP in total at a distorted geometry from the OMol25 dataset. Energies are from wB97M-V/def2-TZVPD.

Properties
Energy relative to the best compared isomer or geometry (same formula, charge and spin), eV: 7.646
HOMO level (alpha / beta), eV: -8.43 / -7.87
E_LUMO (alpha / beta), eV: -0.2 / 0.2
Calculated total energy, eV: -18765.0153

Each line ends with the Mulliken charge.
Atoms and positions in Å:
C: 1.785 -0.041 0.052  0.24
C: 0.945 -1.143 -0.017  0.34
C: 0.851 1.163 -0.163  -0.61
C: -0.380 -0.885 -0.678  0.09
C: 3.229 0.015 0.272  -1.27
C: -2.443 -1.555 1.034  -1.01
C: -1.911 1.322 -0.846  -0.93
O: 0.361 -2.096 -0.912  -0.35
P: -0.332 0.695 -1.513  -0.14
H: 0.357 1.614 0.712  0.33
H: 1.471 2.078 -0.527  0.33
H: 3.377 0.205 1.373  0.28
H: 3.740 0.762 -0.307  0.40
H: 3.501 -1.059 0.171  0.32
H: -2.134 -2.565 1.247  0.34
H: -3.425 -1.586 0.437  0.27
H: -2.246 -0.844 1.758  0.44
H: -2.099 0.756 0.124  0.17
H: -2.526 0.829 -1.514  0.33
H: -2.124 2.335 -0.702  0.44